[1]
DFT (ωB97M-V/def2-TZVPD) results for a molecular structure, C24H67LiN6O12 at a distorted geometry.

Computed properties:
**HOMO-LUMO gap**: 0.2901 Eh
**HOMO level**: -8.7 eV
**LUMO energy**: -0.8117 eV

```
110
Properties=species:S:1:pos:R:3:lowdin_charge:R:1
C 0.52584 1.71277 3.75568 -0.05
H -0.01142 3.05740 0.17950 0.08
H -1.02687 -4.04739 -1.01842 0.07
O -0.66512 -0.93751 -0.66209 0.04
H 1.02430 -6.15645 -5.32556 0.08
H 2.85807 3.18612 -3.22812 0.07
H -4.10939 1.15812 -3.39932 0.07
H 3.87857 -2.63336 3.21084 0.12
H -2.02281 -2.97580 -2.02783 0.08
N -1.31853 -0.70335 -3.85106 0.05
H 0.76973 2.05668 2.75052 0.09
O -1.30426 -4.00181 2.19272 -0.07
H 0.20294 -4.25093 0.83139 0.10
N -0.92718 3.07176 0.60529 0.04
C -0.81008 2.16306 4.30304 -0.41
H 6.40263 -2.27140 3.93876 0.08
Li -2.25194 -0.00977 2.83672 0.75
H 3.29531 0.98545 -1.20998 0.12
H 6.52348 -0.71145 4.66140 0.09
C -0.18867 -4.67482 1.75608 -0.25
H -3.45918 7.52582 -1.59466 0.09
H -4.02695 3.72541 -0.46684 0.08
H -2.16853 4.91170 -4.51922 0.09
H -1.46394 3.53336 -1.24198 0.13
O 1.34563 1.34300 -1.03812 -0.10
H -0.31778 -3.38285 -2.39861 0.09
C 2.40536 0.73086 -1.78555 -0.20
N 2.92018 -2.62489 0.58506 0.06
C -1.71605 5.31355 -0.08842 -0.17
H -0.79602 -6.46019 -5.27224 0.09
H -1.28739 2.14790 0.41338 0.03
H 0.57699 -8.16129 -2.33259 0.07
O -1.73922 0.32156 0.69624 -0.05
C 3.47085 -1.50042 1.38430 -0.37
H 1.07101 5.79738 6.50414 0.08
H 2.36263 0.03670 2.61228 0.06
N 0.60278 -7.78564 -3.26977 0.04
H -0.06953 -4.91176 -5.00430 0.08
H 1.31111 2.05732 4.42854 0.09
H -4.06244 -0.52717 -3.41796 0.07
C -2.11899 0.46534 -4.00084 -0.42
O -2.54976 5.87589 -1.10600 -0.20
C -2.99124 7.11317 -0.70087 -0.15
H -1.06591 1.48835 5.11999 0.13
O 0.22532 4.09501 5.61434 -0.19
C -1.28677 1.77240 -3.89200 -0.18
H -1.96818 5.65031 0.91711 0.12
H 2.12416 -2.28227 0.06636 0.05
H -2.75542 2.32207 3.60232 0.08
C 0.32183 5.57379 5.74464 -0.06
C -1.27355 -3.76732 -2.04252 -0.11
H -0.72837 4.19838 3.76750 0.12
H -0.39562 -5.71741 1.51466 0.12
O -2.16991 2.89635 -4.05260 -0.21
H -1.13830 -3.10623 1.88940 0.03
C 0.78185 -4.53472 2.96916 -0.25
H 0.69646 0.66772 -0.82794 0.02
H -3.28321 0.32097 -2.08905 0.06
H -0.77787 4.34007 -3.61590 0.07
C -3.24056 3.23301 0.10520 -0.02
H -1.78528 -1.47080 -4.31288 0.08
C -1.46207 4.08691 -4.42578 -0.09
C 0.07281 -5.97742 -4.82484 -0.07
H 0.89453 -3.46347 3.13596 0.10
H -3.84207 6.84992 -0.07248 0.09
O -0.80064 -1.27876 1.42044 -0.06
O 3.34396 2.38842 -3.44990 -0.07
H 1.61970 -0.37178 1.05758 0.05
H 0.49059 6.03630 4.77216 0.08
H -2.48877 0.48417 -5.02601 0.13
H 2.80609 0.34708 -3.85690 0.11
H 1.52556 -7.89019 -3.66682 0.07
H -0.78361 1.88212 -2.93132 0.10
H -1.62382 2.51998 2.49783 0.02
C 4.37460 -1.98200 2.49126 -0.18
O -1.64392 -4.81457 -2.88921 -0.17
N -1.87084 1.94645 3.29164 -0.03
H -1.36122 -0.96511 -2.87652 0.02
H 2.23908 -0.34105 -1.89258 0.11
H -0.56549 1.76701 -4.70919 0.11
H -0.66346 -6.19149 -1.59511 0.12
C 2.17892 -0.77098 1.90376 -0.04
H 2.51732 -3.22585 1.28980 0.02
H -2.25734 7.81053 -0.29692 0.09
H 5.31457 -1.76505 5.25286 0.08
O 4.92165 -1.00738 3.38326 -0.19
C -1.08178 -6.06890 -2.59414 -0.20
H 0.51395 -5.04985 3.89164 0.13
H -0.69945 5.64606 -0.29835 0.12
H 1.57132 -1.49193 2.45071 0.06
N -1.07336 -0.62394 0.43494 -0.62
C -1.81988 3.74755 -0.23425 -0.42
H 1.51577 1.33308 -3.72413 0.09
H 2.45837 -5.20437 3.41018 0.09
H -0.60337 6.02162 6.10734 0.07
C -3.43844 0.33085 -3.16790 -0.04
H -3.45158 3.28132 1.17350 0.07
H -3.24604 2.17676 -0.16388 0.06
C 5.79727 -1.45230 4.32696 -0.16
H -1.93229 -6.70496 -2.83942 0.13
C 0.15182 -6.41057 -3.41849 -0.49
H -0.86216 3.92265 -5.32090 0.08
C -0.82139 3.66228 4.71198 -0.18
H 4.09105 -0.89398 0.72422 0.13
C 2.49821 1.21110 -3.26801 -0.19
O 2.06214 -4.86914 2.60258 -0.08
H 0.96743 -5.83648 -2.97882 0.13
H -1.79425 3.77861 5.18958 0.12
H 0.58926 0.62587 3.80780 0.07
H 5.24633 -2.44670 2.03054 0.13
```

***

[2]
DFT (ωB97M-V/def2-TZVPD) results for 7 unconnected molecules or ions with the total composition C24H67N6O7 at a distorted geometry.

Computed properties:
**HOMO-LUMO gap**: 0.2937 Eh
**Net charge**: -1
**HOMO level**: -5.3 eV
**LUMO energy**: 2.7248 eV
**Relative energy (zero: lowest compared OMol25 entry of this formula, charge and spin)**: 203.1 kcal/mol

```
104
Properties=species:S:1:pos:R:3:lowdin_charge:R:1
H -0.27752 1.77768 -4.04507 0.08
H -1.59302 -4.39856 -3.29248 0.04
H -5.72060 -0.23781 -5.57261 0.08
N 0.07731 2.35169 1.62649 0.07
C 1.81908 -2.22657 -2.40518 -0.43
O 2.35927 3.38498 4.36884 -0.20
C -4.70375 -0.57369 -5.72149 -0.12
C 0.39016 -2.89633 -2.48412 -0.17
H 4.59761 -1.00573 4.81731 0.11
H 0.02502 1.59801 1.02588 -0.03
O 0.18292 -3.35426 -3.85342 -0.17
H -3.05916 -0.70337 0.59476 0.01
H -4.68772 -1.08220 -6.59362 0.04
C 2.90105 -3.20725 -2.60833 -0.11
H 0.62329 -0.87662 2.81881 0.11
H -1.63426 -0.42277 0.95882 0.00
H -2.09946 1.12957 -1.83860 0.09
H 3.38274 1.75519 2.23423 0.09
H -2.28028 1.23167 1.53029 0.11
H 0.73095 -0.08807 0.35280 0.05
N 0.10388 2.28866 -1.40085 0.01
C -3.01481 -0.79346 -2.42072 -0.45
H -0.28010 1.20291 -1.15257 0.07
H -4.78568 -0.05775 2.63493 0.00
C 1.00106 -1.91166 2.69829 -0.43
H 1.77032 4.38296 2.75326 0.10
C 2.48668 -1.98166 2.50724 -0.22
H 0.03333 -1.38069 0.89994 0.02
H 2.42310 3.47677 -1.94916 0.09
H 2.58996 2.51318 0.71263 0.06
H -1.78281 0.02827 -0.90722 0.02
N 2.02868 -1.69402 -1.06158 0.06
H 0.50043 3.61567 3.66560 0.08
C 3.43536 2.54000 -4.73687 -0.02
H 0.07265 -3.50549 -1.75240 0.07
C 1.44491 3.55704 3.28191 -0.13
H -3.23794 0.74702 -3.74911 0.09
H 3.44969 5.16165 4.17911 0.06
H 1.33027 -1.14290 -0.82747 -0.08
H -3.99555 -2.58677 -2.67074 0.03
H 4.91667 -0.88448 2.99428 0.08
H -1.98627 2.40060 6.29295 0.14
H 1.07823 0.75092 -4.43409 0.03
O -0.23430 -0.05039 -0.07985 -0.46
H 4.32274 2.35977 -4.97268 0.00
H -0.80000 2.36092 2.14712 0.06
C -2.12802 0.26434 3.53680 -0.17
C -1.79295 1.47810 5.55354 -0.03
H -4.78457 0.44621 1.15478 0.08
H 3.35955 3.65009 -5.00851 0.12
C 4.40216 -1.47182 3.78604 -0.12
H -0.55036 -2.57172 4.07165 0.05
H 2.71297 1.95995 -5.08517 0.02
H -4.53433 1.52481 2.56931 0.06
H -4.90820 0.16768 -3.14909 0.18
H -0.62304 -2.42238 1.71656 -0.02
H 1.61889 -2.42677 -0.29223 0.13
H 3.95149 -2.69711 -2.35127 0.11
H -1.28503 -4.58416 -4.96726 0.13
C -3.78606 -0.13339 -3.58178 -0.23
H -0.32495 -2.08627 -2.08522 0.13
C 2.92327 4.56809 4.86650 -0.12
H 2.93173 -4.27498 -1.88728 0.16
H 0.66323 -3.82560 3.54074 0.07
C 1.18544 1.80949 -2.42803 -0.37
H -1.01888 0.24053 3.41688 0.11
C -3.76009 -2.03517 -1.83756 -0.04
O -2.47078 1.49040 4.21646 -0.18
H -0.25404 0.33914 -3.28789 0.06
H -4.26957 0.39676 -6.07844 0.10
H -0.76438 1.43757 5.44024 0.06
C 1.35144 2.23143 2.37624 -0.36
C 0.49968 1.07866 -3.63565 -0.04
H 1.54045 3.65290 -3.39090 0.11
H 1.75419 1.07756 -1.92135 0.09
H 1.68512 -1.64753 -3.25865 0.11
C 0.47898 -2.78368 3.87769 -0.04
N -2.46154 -0.84523 1.38719 0.04
H -2.02294 0.68646 5.91111 -0.04
H 2.98017 -3.29281 -3.60815 0.01
H 2.13388 5.14611 5.28769 0.08
C -2.77868 0.44618 2.09298 -0.34
H 3.66784 4.03035 5.50628 0.11
H -1.84552 -2.93606 -4.03398 0.08
H 1.23587 1.45475 2.98121 0.06
C -1.14120 -3.83736 -4.03143 -0.13
H 2.80653 -3.03281 2.27161 0.14
H -4.75799 -1.67613 -1.48583 0.08
H 2.77522 -1.52069 1.63081 0.07
N -2.57830 0.22727 -1.54464 0.04
H -2.14911 -1.29472 -2.92559 0.10
C 2.55277 1.88825 1.53808 -0.02
N 0.25091 -2.22674 1.51212 0.04
H 1.20184 -3.10872 4.70091 0.09
H -2.41596 -0.63521 3.92577 0.09
C -4.32644 0.59687 2.11496 -0.03
H -3.29030 -2.55009 -0.96686 0.09
O -3.90826 -0.96790 -4.65457 -0.16
C 2.07184 2.99142 -2.77445 -0.20
O 2.98148 -1.46303 3.72511 -0.19
H 4.85323 -2.48737 3.62682 0.09
O 3.34857 2.50417 -3.23964 -0.18
H 0.61891 2.61731 -0.61807 -0.02
H 2.48974 0.87992 1.22814 0.05
```